C46H40AsHgN8O2S2Te as an isolated structure at a distorted geometry, computed with the ωB97M-V functional and the def2-TZVPD basis.

Positions of all 101 atoms, in Å:
Hg (-0.7331, 1.5814, 0.4938)
N (0.0713, -3.4250, 3.7509)
C (-0.4063, -2.3093, 3.1622)
N (-0.9354, -2.4130, 1.9107)
C (-1.1196, -3.5935, 1.3940)
N (-1.8314, -3.6825, 0.2417)
N (-2.1913, -2.4636, -0.1685)
C (-2.8362, -2.3882, -1.3162)
C (-3.3698, -1.2035, -1.9120)
C (-3.2358, -1.0831, -3.2479)
C (-3.8958, -0.0814, -3.9421)
C (-4.6809, 0.8046, -3.2472)
C (-4.6290, 0.6780, -1.8529)
N (-4.0867, -0.3245, -1.1811)
C (-0.6972, -4.7945, 2.0364)
C (-0.8755, -6.0790, 1.5268)
C (-0.2379, -7.1925, 2.0797)
C (0.6382, -7.0368, 3.1736)
C (0.7106, -5.7826, 3.7779)
C (-0.0198, -4.6695, 3.2395)
H (0.5096, -3.2259, 4.6418)
H (-0.7586, -0.1708, 3.1069)
H (-2.9515, -3.2241, -1.9904)
H (-2.6505, -1.7711, -3.8570)
H (-3.8608, -0.1151, -5.0020)
H (-5.3369, 1.4872, -3.7273)
H (-5.1750, 1.3580, -1.2122)
H (-1.6073, -6.1286, 0.7038)
H (-0.4341, -8.2200, 1.7096)
H (1.3358, -7.8339, 3.5258)
H (1.5009, -5.5411, 4.4958)
C (-2.3429, 2.7920, 3.2970)
Te (-3.4519, 1.9913, 1.4457)
C (-3.4182, 0.0945, 2.6173)
C (-3.2252, 0.5185, 4.0800)
C (-3.5573, -0.3164, 5.1821)
C (-3.0279, -0.0421, 6.4338)
C (-2.4795, 1.1737, 6.6822)
C (-2.3509, 2.1254, 5.6670)
C (-2.6212, 1.7709, 4.3560)
H (-2.8605, 3.7672, 3.5696)
H (-1.3147, 3.0376, 3.0075)
H (-2.4986, -0.4451, 2.2462)
H (-4.3653, -0.4032, 2.4640)
H (-4.1604, -1.2069, 5.0762)
H (-3.1788, -0.7661, 7.2424)
H (-1.9876, 1.3888, 7.6845)
H (-2.0857, 3.1510, 5.9227)
S (0.6191, -0.5271, 4.9696)
C (-0.2341, -0.9468, 3.6382)
C (-0.7678, 3.3628, -8.7034)
C (-1.1403, 2.4773, -7.5779)
C (-0.7509, 3.0554, -6.2415)
N (0.0978, 2.5391, -5.3616)
N (0.3265, 3.2718, -4.2452)
C (-0.4749, 4.3722, -4.2164)
N (-0.5323, 5.1607, -3.1079)
S (-1.4734, 4.5266, -5.6654)
H (-0.6075, 2.7128, -9.5950)
H (0.1498, 3.9224, -8.5099)
H (-1.5387, 4.1656, -8.8304)
H (-0.6371, 1.4677, -7.5741)
H (-2.1666, 2.2923, -7.4506)
H (-0.2849, 4.6573, -2.1791)
H (-1.2002, 5.9442, -3.0961)
C (3.4008, -0.6379, -4.4716)
C (3.9696, -1.3243, -3.3725)
C (3.6307, -0.9592, -2.0730)
C (2.5483, -0.0724, -1.8663)
C (1.9418, 0.5764, -2.9455)
C (2.3925, 0.2333, -4.2222)
As (1.7833, 0.0897, -0.0717)
C (2.7743, -1.1688, 1.0596)
C (2.6947, -2.5586, 1.0351)
C (3.4380, -3.3303, 1.9409)
C (4.4982, -2.6669, 2.6021)
C (4.7480, -1.3140, 2.5012)
C (3.7894, -0.5437, 1.7760)
C (3.8997, 0.9583, 1.5277)
C (4.8957, 1.7955, 1.9825)
C (5.0099, 3.0929, 1.5264)
C (3.9917, 3.6297, 0.7215)
C (2.9215, 2.8806, 0.3463)
C (2.9684, 1.5015, 0.6480)
H (3.7640, -0.9811, -5.4685)
H (4.5095, -2.2508, -3.5709)
H (4.0764, -1.4082, -1.1815)
H (1.3126, 1.3999, -2.7550)
H (1.8460, 0.6819, -5.0223)
H (1.8612, -2.9816, 0.5102)
H (3.2759, -4.4597, 2.1156)
H (5.2546, -3.2869, 3.1040)
H (5.6366, -0.8860, 2.9594)
H (5.6810, 1.3924, 2.6916)
H (5.9007, 3.6698, 1.6552)
H (4.0384, 4.6633, 0.4126)
H (2.1904, 3.2871, -0.3021)
O (-0.6982, 4.4883, 1.3312)
C (-0.3272, 4.6814, 0.1583)
O (-0.3476, 3.8543, -0.7838)
H (0.0612, 5.7130, -0.0401)

Properties
Spin multiplicity ... 1
HOMO level (spin up / spin down) ... -3.27 / -4.00 eV
Total charge ... -1
ΔE to the lowest compared entry with this formula, charge and spin ... 0.0 kcal/mol

Results of the Löwdin charge analysis, in e, for atoms 1 through 6: 0.690, 0.135, -0.367, 0.138, -0.346, 0.011